Entry w
The following is a quantum chemistry calculation of C4H6BrN3O2 in the gas phase, from the OMol25 dataset.

The geometry in XYZ format:
```
16
Properties=species:S:1:pos:R:3:mulliken_charge:R:1
C 1.74 1.24 -0.02 0.24
C 0.63 -0.35 -1.30 0.38
C 0.37 1.06 0.65 -0.32
C -0.12 -0.22 0.13 0.22
N 1.69 0.44 -1.17 0.00
N -2.30 -0.76 1.04 -0.75
N -1.41 -0.60 -0.03 0.03
O 2.67 1.95 0.28 -0.55
O 0.20 -1.00 -2.24 -0.60
Br 1.12 -1.75 1.01 -0.22
H 0.40 1.15 1.77 0.28
H -0.16 2.00 0.29 0.25
H 2.47 0.31 -1.87 0.27
H -3.24 -0.39 0.96 0.23
H -2.46 -1.77 1.25 0.25
H -1.58 -1.31 -0.75 0.30
```

Summary:
E_LUMO = 0.23 eV
highest occupied orbital energy = -9.740 eV
SMILES = NN[C@]1(Br)CC(=O)NC1=O

=====

Entry x
The following is a quantum chemistry calculation of C4H6BrN3O2 in the gas phase, from the OMol25 dataset.

The geometry in XYZ format:
```
16
Properties=species:S:1:pos:R:3:mulliken_charge:R:1
O 1.76 -2.30 2.59 -0.63
Br -1.23 -0.50 2.55 -0.04
N 1.67 -0.23 -0.16 -0.61
O 2.41 -1.10 0.72 -0.18
C 1.55 -1.43 1.72 0.62
C 0.40 -0.60 1.58 -0.17
N -0.53 0.70 -0.19 -0.25
N 0.60 0.10 0.39 0.96
C -0.16 1.77 -1.17 -0.91
C -1.40 -0.41 -0.78 -0.81
H 0.27 1.36 -2.08 0.33
H -1.11 2.19 -1.41 0.39
H 0.39 2.54 -0.75 0.35
H -1.70 -1.24 -0.10 0.26
H -0.66 -0.80 -1.56 0.35
H -2.25 -0.04 -1.36 0.33
```

Summary:
E_LUMO = -0.06 eV
highest occupied orbital energy = -8.579 eV

=====

Tell me which of them is the least stable. Sure, it is entry x.

=====

Entry w
The following is a quantum chemistry calculation of 2 unconnected molecules or ions with the total composition C3H9N2S, from the OMol25 dataset.

The geometry in XYZ format:
```
15
Properties=species:S:1:pos:R:3:mulliken_charge:R:1
C 0.56 -0.55 0.49 0.41
C -0.88 -1.65 -1.37 -1.15
C 0.14 -0.72 -0.84 0.17
N 0.32 2.09 0.75 -0.80
N 0.34 -0.17 1.69 -0.31
S 1.81 -1.33 -0.29 -0.02
H -0.96 -2.71 -0.87 0.33
H -1.84 -1.09 -1.38 0.32
H -0.83 -1.88 -2.44 0.36
H 0.12 0.08 -1.63 0.30
H -0.65 2.12 0.66 0.29
H 0.64 2.31 -0.21 0.25
H -0.45 0.45 2.02 0.33
H 1.15 0.03 2.23 0.26
H 0.56 3.00 1.19 0.25
```

Summary:
E_LUMO = -4.55 eV
total charge = +1
highest occupied orbital energy = -14.309 eV

=====

Entry x
The following is a quantum chemistry calculation of 2 unconnected molecules or ions with the total composition C3H9N2S, from the OMol25 dataset.

The geometry in XYZ format:
```
15
Properties=species:S:1:pos:R:3:mulliken_charge:R:1
C 0.71 0.39 -1.03 -1.01
C 1.94 0.31 0.93 -0.36
C -1.45 -0.61 -0.36 -0.12
N 1.11 0.99 0.14 0.06
N -1.19 -1.56 0.60 -0.38
S -2.16 0.89 0.15 -0.16
H 1.28 -0.42 -1.43 0.34
H 0.18 1.11 -1.55 0.49
H 2.36 -0.73 0.69 0.24
H 2.24 0.85 1.76 0.30
H -1.51 -0.88 -1.32 0.56
H 0.60 1.86 0.31 0.34
H -0.47 -2.25 0.61 0.26
H -1.27 -1.40 1.57 0.24
H -2.36 1.46 -1.06 0.20
```

Summary:
E_LUMO (spin up / spin down) = -4.76 / -4.75 eV
total charge = +1
highest occupied orbital energy (spin up / spin down) = -11.701 / -11.639 eV

=====

Tell me which of them is the least stable. Sure, it is entry x.

=====

Entry w
The following is a quantum chemistry calculation of 2 unconnected molecules or ions with the total composition C10H17N, from the OMol25 dataset.

The geometry in XYZ format:
```
28
Properties=species:S:1:pos:R:3:mulliken_charge:R:1
C 1.80 1.11 1.10 2.18
C 1.40 0.25 2.32 -1.64
C 0.84 0.91 -0.09 -1.62
C 3.30 0.91 0.80 -1.72
C 1.59 2.54 1.45 -1.51
C -1.63 -2.28 -0.86 -0.02
C -2.92 -2.73 -1.01 -0.26
C -3.97 -2.09 -1.71 -0.35
C -3.51 -1.04 -2.47 -0.47
C -2.12 -0.57 -2.19 -0.08
H 0.39 0.41 2.70 0.36
H 1.43 -0.92 2.06 0.26
H 2.16 0.34 3.13 0.42
H 1.02 1.53 -1.03 0.41
H 0.98 -0.16 -0.44 0.31
H -0.28 1.10 0.00 0.36
H 3.52 1.37 -0.20 0.34
H 3.50 -0.12 0.64 0.45
H 4.03 1.13 1.58 0.39
H 1.83 3.04 2.52 0.26
H 1.93 3.08 0.54 0.36
H 0.51 2.78 1.44 0.39
H -0.85 -3.03 -0.37 0.23
H -3.10 -3.79 -0.60 0.21
H -4.97 -2.43 -1.81 0.41
H -4.09 -0.36 -3.16 0.30
H -1.53 0.15 -2.88 0.32
N -1.24 -1.15 -1.43 -0.30
```

Summary:
E_LUMO = 0.85 eV
highest occupied orbital energy = -9.533 eV
SMILES = CC(C)(C)C.c1ccncc1

=====

Entry x
The following is a quantum chemistry calculation of a molecular structure, C10H17N, from the OMol25 dataset.

The geometry in XYZ format:
```
28
Properties=species:S:1:pos:R:3:mulliken_charge:R:1
C -3.76 -0.33 -0.51 0.01
C -3.38 0.57 0.54 -0.27
C -2.26 0.32 1.32 -0.07
C -1.43 -0.81 0.98 -0.37
C -1.75 -1.52 -0.19 -0.45
C 3.61 -1.25 0.07 -1.04
C 3.07 0.24 0.24 -0.49
C 1.62 0.12 -0.31 -0.16
C 0.73 1.34 -0.31 -0.53
C -0.57 1.14 -0.87 -0.43
H -4.94 -0.29 -0.74 0.25
H -4.15 1.33 0.62 0.33
H -2.11 1.04 2.07 0.33
H -0.48 -0.99 1.37 0.55
H -1.27 -2.35 -0.69 0.42
H 2.97 -1.86 0.79 0.28
H 3.46 -1.80 -0.89 0.30
H 4.72 -1.19 0.38 0.31
H 3.73 1.08 -0.22 0.34
H 3.02 0.14 1.43 0.22
H 1.68 -0.36 -1.30 0.24
H 1.26 -0.64 0.35 -0.04
H 1.46 1.94 -0.83 0.37
H 0.69 1.87 0.65 0.26
H -1.39 1.00 0.15 -0.26
H -0.80 2.28 -1.63 0.20
H -0.82 0.21 -1.62 0.27
N -2.93 -1.23 -0.87 -0.55
```

Summary:
E_LUMO = 0.54 eV
highest occupied orbital energy = -8.880 eV

=====

Entry y
The following is a quantum chemistry calculation of 2 unconnected molecules or ions with the total composition C10H17N, from the OMol25 dataset.

The geometry in XYZ format:
```
28
Properties=species:S:1:pos:R:3:mulliken_charge:R:1
C -0.63 -1.80 -0.74 0.05
C -1.96 -1.82 -0.30 -0.56
C -2.87 -2.21 -1.19 -0.13
C -2.58 -2.53 -2.46 -0.57
C -1.18 -2.80 -2.71 -0.06
C 2.95 0.27 0.86 -1.12
C 1.57 1.00 0.95 -0.23
C 1.89 2.42 1.46 -0.83
C 0.59 3.14 1.88 -0.34
C 0.93 4.45 2.54 -1.02
H 0.32 -1.51 -0.16 0.27
H -2.27 -1.35 0.60 0.39
H -3.93 -2.23 -0.99 0.32
H -3.25 -2.82 -3.19 0.44
H -0.92 -3.34 -3.60 0.39
H 3.71 0.96 0.32 0.27
H 3.42 0.12 1.85 0.29
H 2.89 -0.64 0.23 0.36
H 0.86 0.48 1.64 0.28
H 1.08 1.08 -0.09 0.23
H 2.35 2.30 2.39 0.38
H 2.48 3.00 0.70 0.33
H 0.11 2.56 2.75 0.26
H -0.14 3.30 1.06 0.31
H 1.14 5.14 1.66 0.25
H -0.01 4.81 3.19 0.29
H 1.89 4.33 3.17 0.28
N -0.28 -2.43 -1.90 -0.54
```

Summary:
E_LUMO = 0.88 eV
highest occupied orbital energy = -9.323 eV
SMILES = c1ccncc1.CCCCC

=====

Entry z
The following is a quantum chemistry calculation of 2 unconnected molecules or ions with the total composition C10H17N, from the OMol25 dataset.

The geometry in XYZ format:
```
28
Properties=species:S:1:pos:R:3:mulliken_charge:R:1
C 3.18 -1.05 -0.29 -0.18
C 3.50 -0.02 0.56 -0.42
C 2.53 1.08 0.68 -0.41
C 1.27 0.89 0.13 0.23
C 1.02 -0.34 -0.55 -0.41
C -1.75 2.68 0.01 -1.00
C -2.00 1.35 -0.66 -0.09
C -2.37 0.25 0.31 -0.39
C -2.41 -1.27 -0.26 -0.37
C -2.82 -2.49 0.71 -1.05
H 3.85 -1.91 -0.53 0.35
H 4.34 -0.06 1.21 0.41
H 3.07 1.80 1.27 0.37
H 0.50 1.58 0.29 -0.18
H 0.13 -0.59 -1.14 0.73
H -2.62 2.83 0.90 0.23
H -0.75 2.85 0.50 0.33
H -1.97 3.56 -0.85 0.22
H -1.01 0.94 -0.98 -0.03
H -2.72 1.32 -1.52 0.40
H -1.66 0.00 1.08 0.16
H -3.34 0.53 0.80 0.38
H -1.35 -1.64 -0.28 0.10
H -2.90 -1.20 -1.29 0.27
H -3.71 -2.18 1.40 0.28
H -2.78 -3.31 0.07 0.38
H -1.83 -2.53 1.38 0.24
N 1.98 -1.21 -0.88 -0.53
```

Summary:
E_LUMO = 0.79 eV
highest occupied orbital energy = -9.666 eV
SMILES = c1ccncc1.CCCCC

=====

Tell me which of them is the least stable. Sure, it is entry x.

=====

Entry w
The following is a quantum chemistry calculation of 2 unconnected molecules or ions with the total composition C10H18N3O, from the OMol25 dataset.

The geometry in XYZ format:
```
32
Properties=species:S:1:pos:R:3:mulliken_charge:R:1
C 1.97 2.95 -0.56 -1.49
C 1.84 -0.28 1.50 -1.30
C 2.24 0.68 0.58 -0.33
C 0.56 -0.17 2.05 1.13
C 1.45 1.78 0.25 0.52
C -0.25 0.92 1.72 -0.61
C 0.21 1.91 0.87 -0.57
O 0.25 -1.00 3.08 -0.56
H 2.51 -0.99 1.98 0.60
H 3.18 0.51 0.07 0.44
H -0.60 -0.78 3.47 0.32
H -1.16 1.00 2.30 0.36
H 1.39 3.05 -1.49 0.32
H 2.99 2.87 -0.91 0.38
H -0.40 2.76 0.60 0.46
H 1.80 3.87 0.00 0.36
C -2.08 -0.53 -1.31 -0.15
C -3.54 -0.75 -0.93 -1.37
C 0.09 -1.56 -0.83 0.28
N -1.21 -1.49 -0.64 -0.09
N 0.77 -2.56 -0.23 -0.42
N 0.72 -0.78 -1.69 -0.21
H -1.89 -0.56 -2.38 0.39
H -1.79 0.47 -0.99 0.22
H -4.17 -0.38 -1.73 0.37
H -3.77 -0.25 0.01 0.35
H -1.60 -2.06 0.09 0.28
H 0.49 -3.52 -0.35 0.21
H 1.70 -2.42 0.12 0.23
H 0.43 0.17 -1.92 0.20
H 1.64 -1.05 -1.98 0.30
H -3.77 -1.81 -0.77 0.36
```

Summary:
E_LUMO = -2.66 eV
total charge = +1
highest occupied orbital energy = -11.620 eV

=====

Entry x
The following is a quantum chemistry calculation of 2 unconnected molecules or ions with the total composition C10H18N3O, from the OMol25 dataset.

The geometry in XYZ format:
```
32
Properties=species:S:1:pos:R:3:mulliken_charge:R:1
C 3.07 0.47 1.75 -1.46
C -0.84 -1.27 1.45 0.24
C 0.25 -1.90 0.91 0.07
C -0.71 -0.02 2.01 -0.92
C 1.54 -1.40 1.07 -1.14
C 0.59 0.56 2.08 -0.55
C 1.73 -0.17 1.62 1.09
O -2.00 -2.01 1.18 -0.51
H -0.06 -2.86 0.47 0.49
H -2.57 -1.99 1.97 0.33
H -1.43 0.50 2.67 0.38
H 2.25 -1.97 0.46 0.49
H 0.59 1.58 2.44 0.49
H 3.28 0.46 2.83 0.35
H 2.96 1.58 1.44 0.26
H 4.00 0.04 1.38 0.38
C -1.05 2.25 -2.25 -0.38
C -0.96 3.41 -1.35 -0.96
C -0.31 -0.19 -1.78 0.50
N -0.16 1.10 -2.17 -0.11
N -1.49 -0.58 -1.36 -0.31
N 0.73 -1.06 -2.09 -0.52
H -2.09 1.74 -2.32 0.27
H -0.85 2.60 -3.32 0.34
H -0.66 4.36 -1.83 0.31
H -0.08 3.24 -0.69 0.27
H 0.81 1.22 -2.45 0.26
H -2.31 0.10 -1.27 0.17
H -1.63 -1.55 -1.04 0.27
H 1.45 -1.15 -1.35 0.26
H 0.41 -2.00 -2.21 0.35
H -1.84 3.62 -0.70 0.27
```

Summary:
E_LUMO = -2.63 eV
total charge = +1
highest occupied orbital energy = -11.955 eV

=====

Tell me which of them is the least stable. Sure, it is entry x.

=====

Entry w
The following is a quantum chemistry calculation of C2H3N3O3 in the gas phase, from the OMol25 dataset.

The geometry in XYZ format:
```
11
Properties=species:S:1:pos:R:3:mulliken_charge:R:1
C 1.47 0.12 -0.03 0.52
C -0.60 0.68 0.16 0.61
H -2.37 -1.66 -0.71 0.20
H -2.10 -1.72 0.98 0.29
H -1.55 2.42 -0.12 0.36
N -1.74 -1.54 -0.08 -0.60
N -0.65 -0.56 -0.03 0.46
N 0.66 1.24 -0.10 -0.52
O 0.69 -1.09 0.02 -0.27
O 2.71 -0.10 0.03 -0.58
O -1.80 1.47 0.02 -0.47
```

Summary:
E_LUMO = -0.10 eV
highest occupied orbital energy = -9.764 eV
SMILES = Nn1oc(=O)nc1O

=====

Entry x
The following is a quantum chemistry calculation of C2H3N3O3 in the gas phase, from the OMol25 dataset.

The geometry in XYZ format:
```
11
Properties=species:S:1:pos:R:3:mulliken_charge:R:1
C -0.47 -1.28 -0.41 0.56
C 0.95 0.50 -0.09 0.39
H 0.15 1.53 1.68 0.30
H -0.62 2.51 0.76 0.35
H 1.86 2.12 -0.05 0.28
N -0.85 1.61 1.25 -0.48
N -0.35 1.04 -0.02 0.06
N 2.03 1.14 -0.37 -0.55
O -1.16 -0.18 0.01 -0.23
O -1.01 -2.26 -0.65 -0.38
O 0.91 -1.06 -0.05 -0.29
```

Summary:
E_LUMO = 0.01 eV
highest occupied orbital energy = -10.896 eV
SMILES = [H]/N=c1/oc(=O)on1N

=====

Tell me which of them is the least stable. Sure, it is entry x.